(1)
Below is an isolated ion of composition C28H41N2O4 and charge +1, with properties calculated with the ωB97M-V functional and the def2-TZVPD basis.

Values from the calculation:
LUMO   -2.507 eV
E_tot   -40865.646 eV
HOMO-LUMO gap   7.82 eV
Total charge   +1

Last columns: bonded neighbours and bond lengths (Å).
Positions of all 75 atoms, in Å:
1 C 7.34 -2.30 2.39  H2 1.088, H3 1.094, H4 1.094, O5 1.412
2 H 8.10 -3.09 2.38  C1 1.088
3 H 6.77 -2.37 3.32  C1 1.094
4 H 7.84 -1.33 2.33  C1 1.094
5 O 6.53 -2.54 1.26  C1 1.412, C6 1.344
6 C 5.51 -1.71 1.00  O5 1.344, C7 1.396, C11 1.402
7 C 5.14 -0.61 1.77  C6 1.396, C8 1.380, H75 1.078
8 C 4.08 0.19 1.39  C7 1.380, C9 1.395, H74 1.079
9 C 3.34 -0.09 0.24  C8 1.395, C10 1.402, C14 1.470
10 C 3.70 -1.22 -0.52  C9 1.402, C11 1.370, H13 1.080
11 C 4.77 -2.01 -0.16  C6 1.402, C10 1.370, H12 1.078
12 H 5.06 -2.86 -0.75  C11 1.078
13 H 3.14 -1.43 -1.41  C10 1.080
14 C 2.18 0.70 -0.20  C9 1.470, O15 1.230, C16 1.510
15 O 1.39 0.23 -1.02  C14 1.230
16 C 1.99 2.08 0.36  C14 1.510, H17 1.092, C18 1.543, C62 1.554
17 H 2.94 2.46 0.74  C16 1.092
18 C 1.00 2.06 1.56  C16 1.543, H19 1.091, H20 1.092, C21 1.533
19 H 0.84 3.10 1.85  C18 1.091
20 H 1.48 1.56 2.40  C18 1.092
21 C -0.34 1.39 1.26  C18 1.533, C22 1.529, H60 1.089, H61 1.091
22 C -0.39 -0.05 1.77  C21 1.529, C23 1.532, H58 1.092, H59 1.091
23 C -1.67 -0.79 1.39  C22 1.532, H24 1.090, H25 1.092, C26 1.542
24 H -2.53 -0.25 1.79  C23 1.090
25 H -1.67 -1.78 1.86  C23 1.092
26 C -1.85 -0.98 -0.13  C23 1.542, H27 1.093, C28 1.534, C41 1.525
27 H -1.79 0.01 -0.60  C26 1.093
28 C -0.72 -1.87 -0.65  C26 1.534, N29 1.482, H39 1.092, H40 1.092
29 N -0.93 -2.31 -2.06  C28 1.482, C30 1.466, C34 1.470, H38 1.061
30 C 0.04 -3.34 -2.43  N29 1.466, H31 1.088, H32 1.090, H33 1.088
31 H -0.16 -3.69 -3.44  C30 1.088
32 H 1.05 -2.93 -2.39  C30 1.090
33 H -0.03 -4.19 -1.75  C30 1.088
34 C -0.88 -1.17 -2.99  N29 1.470, H35 1.087, H36 1.091, H37 1.088
35 H -1.75 -0.54 -2.86  C34 1.087
36 H 0.02 -0.59 -2.79  C34 1.091
37 H -0.86 -1.53 -4.01  C34 1.088
38 H -1.91 -2.70 -2.01  N29 1.061
39 H 0.23 -1.33 -0.61  C28 1.092
40 H -0.66 -2.77 -0.03  C28 1.092
41 C -3.22 -1.56 -0.46  C26 1.525, O42 1.233, C43 1.452
42 O -3.30 -2.60 -1.11  C41 1.233
43 C -4.41 -0.85 -0.02  C41 1.452, C44 1.405, C48 1.401
44 C -4.43 0.52 0.32  C43 1.405, C45 1.370, H57 1.079
45 C -5.59 1.12 0.71  C44 1.370, C46 1.405, H56 1.078
46 C -6.79 0.39 0.79  C45 1.405, C47 1.399, O51 1.337
47 C -6.78 -0.97 0.45  C46 1.399, C48 1.375, H50 1.078
48 C -5.61 -1.56 0.04  C43 1.401, C47 1.375, H49 1.080
49 H -5.60 -2.61 -0.23  C48 1.080
50 H -7.69 -1.55 0.50  C47 1.078
51 O -7.86 1.08 1.20  C46 1.337, C52 1.414
52 C -9.12 0.43 1.30  O51 1.414, H53 1.093, H54 1.088, H55 1.093
53 H -9.45 0.05 0.33  C52 1.093
54 H -9.81 1.19 1.64  C52 1.088
55 H -9.09 -0.39 2.02  C52 1.093
56 H -5.62 2.17 0.95  C45 1.078
57 H -3.53 1.12 0.23  C44 1.079
58 H -0.33 -0.03 2.87  C22 1.092
59 H 0.49 -0.59 1.42  C22 1.091
60 H -0.51 1.41 0.19  C21 1.089
61 H -1.15 1.96 1.74  C21 1.091
62 C 1.50 3.05 -0.75  C16 1.554, N63 1.438, H72 1.092, H73 1.094
63 N 2.52 3.56 -1.62  C62 1.438, C64 1.441, C68 1.447
64 C 3.20 2.55 -2.39  N63 1.441, H65 1.090, H66 1.089, H67 1.104
65 H 2.46 1.96 -2.93  C64 1.090
66 H 3.85 3.03 -3.11  C64 1.089
67 H 3.80 1.86 -1.78  C64 1.104
68 C 3.44 4.50 -1.01  N63 1.447, H69 1.089, H70 1.100, H71 1.088
69 H 3.98 5.02 -1.79  C68 1.089
70 H 4.18 4.02 -0.34  C68 1.100
71 H 2.87 5.23 -0.43  C68 1.088
72 H 1.00 3.90 -0.29  C62 1.092
73 H 0.77 2.52 -1.38  C62 1.094
74 H 3.82 1.02 2.02  C8 1.079
75 H 5.69 -0.36 2.66  C7 1.078

***

(2)
Below is a 2-piece molecular cluster, ClH4N2P overall in a non-equilibrium geometry, with properties calculated with the ωB97M-V functional and the def2-TZVPD basis.

Values from the calculation:
LUMO (spin up / spin down)   -0.104 / -0.184 eV
E_tot   -24854.242 eV
Relative energy (zero: lowest compared OMol25 entry of this formula, charge and spin)   73.1 kcal per mole
HOMO-LUMO gap (spin up / spin down)   9.62 / 7.08 eV

Last columns: bonded neighbours and bond lengths (Å).
Positions of all 8 atoms, in Å:
1 N 0.75 -1.50 -0.50  H5 0.973, H6 1.022
2 N -1.38 1.50 0.71  P3 1.633, H7 1.093, H8 1.010
3 P -1.33 0.53 -0.60  N2 1.633, Cl4 2.004
4 Cl -2.77 -0.72 0.00  P3 2.004
5 H 1.56 -0.98 -0.35  N1 0.973
6 H 0.46 -1.94 0.37  N1 1.022
7 H -1.21 2.57 0.87  N2 1.093
8 H -1.75 1.08 1.55  N2 1.010

***

(3)
Below is a single C19H30N2O4 molecule, with properties calculated with the ωB97M-V functional and the def2-TZVPD basis.

Values from the calculation:
LUMO   0.767 eV
E_tot   -31359.058 eV
Relative energy (zero: lowest compared OMol25 entry of this formula, charge and spin)   75.1 kcal per mole
HOMO-LUMO gap   8.31 eV

Last columns: bonded neighbours and bond lengths (Å).
Positions of all 55 atoms, in Å:
1 C -4.42 -3.23 -0.88  H2 1.088, O3 1.408, H54 1.095, H55 1.096
2 H -5.22 -3.36 -1.61  C1 1.088
3 O -4.81 -2.17 -0.04  C1 1.408, C4 1.409
4 C -3.88 -1.90 0.98  O3 1.409, C5 1.534, H52 1.094, H53 1.099
5 C -2.52 -1.36 0.49  C4 1.534, O6 1.221, N7 1.345
6 O -1.49 -1.89 0.87  C5 1.221
7 N -2.54 -0.32 -0.36  C5 1.345, C8 1.446, C46 1.449
8 C -3.68 0.51 -0.67  N7 1.446, H9 1.088, C10 1.531, H51 1.096
9 H -4.60 0.00 -0.41  C8 1.088
10 C -3.56 1.85 0.06  C8 1.531, C11 1.527, H49 1.091, H50 1.093
11 C -2.24 2.53 -0.30  C10 1.527, H12 1.092, H13 1.092, C14 1.540
12 H -2.13 3.46 0.27  C11 1.092
13 H -2.25 2.79 -1.36  C11 1.092
14 C -1.07 1.59 0.00  C11 1.540, N15 1.447, H45 1.095, C46 1.538
15 N 0.26 2.11 -0.26  C14 1.447, C16 1.444, C20 1.450
16 C 0.44 2.80 -1.52  N15 1.444, H17 1.101, H18 1.090, H19 1.087
17 H 0.01 3.82 -1.52  C16 1.101
18 H 1.50 2.88 -1.72  C16 1.090
19 H -0.02 2.23 -2.32  C16 1.087
20 C 0.87 2.78 0.87  N15 1.450, H21 1.103, C22 1.537, H44 1.091
21 H 0.17 3.46 1.39  C20 1.103
22 C 1.45 1.77 1.87  C20 1.537, C23 1.504, H42 1.093, H43 1.090
23 C 2.37 0.81 1.18  C22 1.504, C24 1.382, C28 1.392
24 C 3.58 1.23 0.66  C23 1.382, C25 1.388, H41 1.080
25 C 4.41 0.36 -0.02  C24 1.388, C26 1.383, H40 1.079
26 C 4.06 -0.97 -0.18  C25 1.383, C27 1.412, O35 1.367
27 C 2.83 -1.42 0.37  C26 1.412, C28 1.385, O30 1.360
28 C 2.01 -0.53 1.03  C23 1.392, C27 1.385, H29 1.079
29 H 1.07 -0.87 1.44  C28 1.079
30 O 2.57 -2.75 0.18  C27 1.360, C31 1.410
31 C 1.46 -3.30 0.85  O30 1.410, H32 1.095, H33 1.089, H34 1.092
32 H 1.56 -3.19 1.94  C31 1.095
33 H 1.47 -4.36 0.59  C31 1.089
34 H 0.51 -2.86 0.53  C31 1.092
35 O 4.80 -1.91 -0.83  C26 1.367, C36 1.403
36 C 6.03 -1.52 -1.38  O35 1.403, H37 1.096, H38 1.089, H39 1.096
37 H 6.72 -1.15 -0.62  C36 1.096
38 H 6.44 -2.41 -1.84  C36 1.089
39 H 5.90 -0.75 -2.15  C36 1.096
40 H 5.34 0.73 -0.41  C25 1.079
41 H 3.88 2.26 0.78  C24 1.080
42 H 1.99 2.33 2.64  C22 1.093
43 H 0.64 1.22 2.36  C22 1.090
44 H 1.69 3.39 0.49  C20 1.091
45 H -1.10 1.33 1.06  C14 1.095
46 C -1.28 0.27 -0.77  N7 1.449, C14 1.538, H47 1.090, H48 1.093
47 H -0.47 -0.42 -0.55  C46 1.090
48 H -1.31 0.45 -1.85  C46 1.093
49 H -4.40 2.48 -0.20  C10 1.091
50 H -3.59 1.67 1.14  C10 1.093
51 H -3.68 0.69 -1.75  C8 1.096
52 H -4.35 -1.16 1.64  C4 1.094
53 H -3.66 -2.81 1.56  C4 1.099
54 H -3.48 -3.01 -1.40  C1 1.095
55 H -4.29 -4.16 -0.30  C1 1.096

***

(4)
Below is a 2-piece molecular cluster, F3H3SSi2 overall in a non-equilibrium geometry, with properties calculated with the ωB97M-V functional and the def2-TZVPD basis.

Values from the calculation:
LUMO (spin up / spin down)   -1.762 / -1.277 eV
E_tot   -34793.575 eV
Relative energy (zero: lowest compared OMol25 entry of this formula, charge and spin)   89.0 kcal per mole
HOMO-LUMO gap (spin up / spin down)   8.79 / 7.70 eV

Last columns: bonded neighbours and bond lengths (Å).
Positions of all 9 atoms, in Å:
1 F -2.23 0.38 1.47  Si5 1.603
2 F -1.49 -1.80 0.55  Si5 1.585
3 F -2.41 -0.21 -1.02  Si5 1.631
4 Si 0.86 -0.07 0.10  Si5 2.263, S6 2.092, H7 1.357
5 Si -1.39 -0.24 0.26  F1 1.603, F2 1.585, F3 1.631, Si4 2.263
6 S 1.90 1.63 0.73  Si4 2.092, H9 1.338
7 H 1.33 -1.23 0.62  Si4 1.357
8 H 0.48 -0.12 -2.58  no bonds
9 H 2.93 1.66 -0.13  S6 1.338

***

(5)
Below is an isolated ion of composition C4H9NO and charge -1 in a non-equilibrium geometry, with properties calculated with the ωB97M-V functional and the def2-TZVPD basis.

Values from the calculation:
LUMO (spin up / spin down)   4.075 / 3.961 eV
E_tot   -7829.063 eV
Relative energy (zero: lowest compared OMol25 entry of this formula, charge and spin)   20.3 kcal per mole
HOMO-LUMO gap (spin up / spin down)   2.87 / 7.32 eV
Total charge   -1
Multiplicity   2

Last columns: bonded neighbours and bond lengths (Å).
Positions of all 15 atoms, in Å:
1 C 1.62 -1.07 1.26  N2 1.450, O6 1.254, H7 1.126
2 N 0.74 0.08 1.14  C1 1.450, C3 1.453, H8 1.000
3 C 0.72 0.70 -0.18  N2 1.453, C4 1.503, H9 1.029, H10 1.074
4 C -0.41 0.06 -0.94  C3 1.503, C5 1.488, H11 1.062, H12 1.094
5 C -1.79 0.44 -0.51  C4 1.488, H13 1.058, H14 1.138, H15 1.117
6 O 1.09 -2.11 1.72  C1 1.254
7 H 2.59 -0.98 0.71  C1 1.126
8 H -0.07 -0.40 1.48  N2 1.000
9 H 1.57 0.27 -0.55  C3 1.029
10 H 0.73 1.78 -0.19  C3 1.074
11 H -0.26 -0.99 -0.89  C4 1.062
12 H -0.12 0.29 -1.96  C4 1.094
13 H -1.92 0.10 0.48  C5 1.058
14 H -1.86 1.57 -0.36  C5 1.138
15 H -2.64 0.26 -1.21  C5 1.117

***

(6)
Below is a single C3H5NO2 molecule in a non-equilibrium geometry, with properties calculated with the ωB97M-V functional and the def2-TZVPD basis.

Values from the calculation:
LUMO   0.892 eV
E_tot   -8774.398 eV
Relative energy (zero: lowest compared OMol25 entry of this formula, charge and spin)   76.0 kcal per mole
HOMO-LUMO gap   10.46 eV

Last columns: bonded neighbours and bond lengths (Å).
Positions of all 11 atoms, in Å:
1 O -0.13 2.20 0.49  C2 1.208
2 C -0.63 1.23 1.01  O1 1.208, C3 1.500, H7 1.104
3 C -0.61 -0.13 0.38  C2 1.500, N4 1.421, H8 1.094, H9 1.108
4 N 0.18 -0.14 -0.80  C3 1.421, C5 1.494, H10 1.021
5 C 1.29 -1.12 -1.01  N4 1.494, O6 1.205, H11 1.122
6 O 1.90 -1.68 -0.14  C5 1.205
7 H -1.15 1.30 1.98  C2 1.104
8 H -0.17 -0.86 1.08  C3 1.094
9 H -1.65 -0.44 0.20  C3 1.108
10 H 0.33 0.77 -1.24  N4 1.021
11 H 0.65 -1.14 -1.94  C5 1.122